(1)
Molecular formula: H22O11
Method: DFT, ωB97M-V/def2-TZVPD

Last column: Löwdin charge in e.
Element x y z (Å)
O -11.0550 3.9090 -1.9110  -0.06
H -13.2610 8.5350 -4.9720  0.02
H -14.1120 3.1690 -2.5140  -0.03
H -15.4190 7.6870 -3.6530  -0.03
O -11.6340 6.9060 -4.6790  -0.05
H -16.7460 8.1440 -4.1650  0.04
H -12.9480 4.1520 0.5070  0.04
H -15.5060 4.8780 -2.7060  0.10
H -12.5290 6.9680 -3.1260  0.01
O -13.0520 6.7520 -2.3430  -0.08
O -14.4900 7.0640 -0.1610  -0.05
H -13.0390 9.7760 -1.6930  0.05
O -13.5540 2.4180 -2.2680  -0.10
H -12.9550 2.7590 -1.5730  0.00
H -14.3810 8.8790 -6.0410  0.10
H -11.3390 4.5370 -1.1990  0.00
O -12.2050 10.0440 -2.1210  -0.04
H -14.5950 4.8590 -4.0050  0.10
H -10.3300 3.5090 -1.4840  0.02
H -10.9120 6.3520 -4.3240  0.09
O -13.8070 4.3790 0.1420  -0.03
H -15.3930 7.3150 -0.4200  0.07
H -11.9020 6.4180 -0.9850  0.00
H -13.5270 5.9420 -2.5850  0.01
O -14.2020 8.7840 -5.0450  -0.08
H -13.8650 5.3140 0.1100  -0.05
H -11.5670 9.3660 -1.9800  0.00
O -16.3440 7.5150 -3.5600  -0.06
H -13.9850 7.1110 -0.9640  -0.04
O -14.6120 4.7850 -3.0450  -0.02
O -11.2070 6.1710 -0.3410  -0.07
H -11.6980 6.1820 0.4960  0.06
H -11.1960 7.7740 -4.5970  0.07

Properties
Net charge: 0
Energy, Ha: -840.8264
Energy above the lowest of the compared OMol25 structures with the same formula, charge and spin, kJ/mol: 141.19
SMILES: O.O.O.O.O.O.O.O.O.O.O


(2)
Molecular formula: H22O11
Method: DFT, ωB97M-V/def2-TZVPD

Last column: Löwdin charge in e.
Element x y z (Å)
H -0.6621 1.8802 -0.2577  0.05
O 3.2570 -3.1035 0.3145  -0.08
O -0.3934 1.4179 -1.0591  -0.05
H -3.4628 1.8508 0.6673  0.03
H 3.0999 -2.2184 -0.0626  0.02
H -3.2506 -2.4966 -0.5893  0.04
H 0.9630 -2.4792 -2.2990  0.03
O -3.3010 -2.0615 -1.4547  -0.07
H -0.8818 -1.3920 3.8775  0.05
H 3.2848 2.6750 -0.6675  0.03
H -0.4068 1.1180 3.7866  0.01
H 4.5841 2.6092 0.2456  0.03
H 0.8872 4.3671 0.0792  0.04
O 1.1643 -0.3303 0.2778  -0.06
H -1.0501 0.7368 -1.2316  0.05
H -0.0597 -3.5146 -1.5136  0.04
H -0.6890 -0.5710 2.4104  0.03
O 1.3377 4.3586 -0.7732  -0.06
H 0.9880 0.2611 -0.4533  -0.01
H 0.5244 -1.0441 0.2501  0.01
H 2.3416 -3.4026 0.2419  0.01
O -0.4428 -1.9480 -4.3502  -0.05
O 0.5343 -2.7701 -1.4972  -0.04
O -1.2180 -0.8832 3.1403  -0.05
H -3.7804 1.0050 1.7972  0.06
O -3.4433 0.9067 0.8724  -0.08
H -4.0218 -1.4299 -1.5838  0.04
H -0.7440 -1.0707 -4.6002  0.04
O 3.6605 2.8602 0.2036  -0.07
H -0.1913 -2.3694 -5.1768  0.04
H -1.2157 0.7299 4.8592  0.02
H 0.8930 5.1466 -1.1383  0.05
O -0.8521 1.5583 4.5206  -0.07

Properties
Net charge: 0
Energy, Ha: -840.7716
Energy above the lowest of the compared OMol25 structures with the same formula, charge and spin, kJ/mol: 284.92
SMILES: O.O.O.O.O.O.O.O.O.O.O


(3)
Molecular formula: H22O11
Method: DFT, ωB97M-V/def2-TZVPD

Last column: Löwdin charge in e.
Element x y z (Å)
H 2.2600 0.2912 -1.7969  0.01
O -3.2531 -2.7433 -2.3942  -0.12
H 0.3365 -2.0497 -2.3946  0.07
O -0.7886 2.6319 -0.3739  -0.03
H -1.5407 2.1167 2.4270  0.07
H 1.8212 -1.7327 -2.3424  -0.02
O 3.1508 0.5034 -2.1022  -0.05
H -0.1689 -0.9751 0.1765  0.01
H -2.6138 2.5302 1.5828  -0.02
H 0.5436 3.7719 1.6394  -0.03
H -2.8009 1.3379 -2.9190  0.01
O -0.0799 4.2589 2.0629  -0.03
H -0.3397 4.9871 1.4763  0.06
H -0.5156 3.4068 -0.8853  0.06
O -3.3940 -2.4440 2.5692  -0.01
H -3.2254 -2.5025 3.4472  -0.03
H -1.5476 0.9319 -3.5699  0.09
O 1.3675 -3.9159 2.8839  -0.06
H -3.6158 -1.7810 -2.4965  0.08
H 1.1380 -0.3448 0.2074  0.08
O 1.0323 -1.5336 -1.9836  -0.06
O 5.6718 -0.3422 0.6003  0.00
H 1.7864 -3.0369 2.7360  0.05
H 3.6469 0.3499 -1.2679  0.03
O -1.7430 2.7153 1.6834  -0.06
O -2.0001 0.9074 -2.6612  -0.07
O 0.4979 -0.7736 -0.4223  -0.08
H 5.6568 0.6097 0.7121  0.05
H -2.8210 -2.8398 -1.5191  0.04
H -4.2683 -2.0384 2.6609  0.05
H -1.6186 2.4844 -0.6747  -0.04
H 2.1282 -4.3965 3.1531  0.01
H 5.2970 -0.3847 -0.2147  -0.05

Properties
Net charge: 0
Energy, Ha: -840.5927
Energy above the lowest of the compared OMol25 structures with the same formula, charge and spin, kJ/mol: 754.75
SMILES: O.O.O.O.O.O.O.O.O.O.O


| no. | highest occupied orbital energy (Eh) | HOMO-LUMO gap (eV) |
| --- | --- | --- |
| 1 | -0.3579 | 9.51 |
| 2 | -0.3913 | 10.69 |
| 3 | -0.3313 | 9.11 |